1.
The following is a quantum chemistry calculation of the molecule C14H16N4O8 at a distorted geometry, from OMol25.

Geometry as XYZ:
```
42
Properties=species:S:1:pos:R:3:forces:R:3:nbo_charge:R:1
C 2.087238 0.095069 0.352285 -0.1 -0.2 0.0 -0.713
C 0.773017 0.709487 0.695478 0.2 -0.6 -0.3 0.410
N -0.347810 0.115809 0.710929 0.0 0.9 0.0 -0.304
N -0.543098 -1.188296 0.366618 0.2 -0.9 0.7 -0.428
C -0.444845 -1.716156 -0.858438 -0.1 -0.2 -0.1 0.307
C 0.009505 -0.940592 -1.957287 -0.1 0.0 0.2 -0.313
C 0.143961 -1.474881 -3.203189 -0.1 -0.4 -0.1 -0.106
C -0.170365 -2.826502 -3.425454 -0.2 0.5 1.2 -0.061
C -0.652238 -3.605636 -2.394393 0.1 0.0 -0.3 -0.097
C -0.804376 -3.073378 -1.118229 0.4 0.8 -0.9 -0.085
N -1.337943 -3.929426 -0.118158 -0.2 -0.5 0.3 0.532
O -1.576174 -5.081115 -0.410756 -0.1 -0.1 0.1 -0.365
O -1.545177 -3.465471 1.002110 -0.1 -0.1 0.2 -0.430
H -0.919985 -4.637872 -2.572555 0.0 0.1 0.0 0.282
N -0.007044 -3.385810 -4.732749 0.0 -0.2 -0.4 0.532
O -0.316518 -4.547893 -4.894630 0.0 -0.2 -0.1 -0.379
O 0.436161 -2.659296 -5.600729 0.1 0.1 -0.2 -0.388
H 0.484783 -0.879507 -4.035891 0.0 0.1 0.0 0.253
H 0.219163 0.103237 -1.789775 0.0 0.1 0.0 0.234
H -1.030731 -1.748032 1.074636 0.2 0.3 -0.5 0.446
C 0.708658 2.179063 1.043938 -0.2 0.2 0.2 -0.078
C 0.594588 2.973460 -0.267043 -0.1 -0.1 0.0 -0.613
H 0.601358 4.038285 -0.049149 0.0 0.2 0.0 0.217
H -0.330985 2.733054 -0.781391 0.0 0.0 -0.1 0.254
H 1.436043 2.754828 -0.920313 0.2 0.0 -0.1 0.206
C 1.949694 2.655752 1.803940 -0.1 -0.2 0.0 -0.620
H 2.141919 2.033264 2.672853 0.1 0.0 0.1 0.232
H 1.798614 3.678993 2.139873 0.0 0.1 0.0 0.219
H 2.824022 2.639734 1.159144 0.1 0.0 -0.1 0.217
C -0.557035 2.401868 1.904880 -0.1 -0.3 0.0 -0.433
C -0.410577 1.786580 3.284870 0.3 -0.1 0.0 0.824
O 0.232056 0.806839 3.546935 0.1 -0.1 0.1 -0.599
O -1.089923 2.480135 4.195634 -0.4 0.5 0.4 -0.675
H -1.049618 2.044100 5.061897 0.2 -0.1 -0.2 0.501
C -1.805087 1.789856 1.254978 -0.3 0.4 -0.3 0.854
O -2.220688 2.064583 0.160260 -0.2 0.3 0.0 -0.626
O -2.500271 1.051524 2.127603 -0.5 -0.3 0.5 -0.698
H -3.310011 0.714275 1.711780 0.2 0.2 -0.1 0.504
H -0.752204 3.471988 2.014865 0.0 -0.1 0.0 0.263
H 2.599528 0.671978 -0.414522 0.1 0.0 -0.1 0.236
H 2.708232 0.097203 1.246511 0.1 0.0 0.0 0.252
H 1.974162 -0.931101 0.012634 0.0 0.0 0.0 0.237
```
Forces are in eV/Å.

SMILES: C/C(=N\Nc1ccc([N+](=O)[O-])cc1[N+](=O)[O-])C(C)(C)C(C(=O)O)C(=O)O
E_tot, Ha: -1363.86569
Molecular weight, g/mol: 368.3
Highest occupied orbital energy, eV: -8.626

2.
The following is a quantum chemistry calculation of a cluster of 2 separate species, C14H16O in total at a distorted geometry, from OMol25.

Geometry as XYZ:
```
31
Properties=species:S:1:pos:R:3:forces:R:3:nbo_charge:R:1
C 1.038353 1.897244 -0.808835 -0.4 -0.1 0.2 -0.628
C 0.159682 -1.093574 -2.950651 -0.1 0.1 -0.9 -0.266
C 0.228474 -0.239684 -1.877951 0.4 0.5 0.2 -0.205
C 0.818619 -0.775041 -4.148021 -0.2 -0.3 0.9 0.284
C 0.919732 0.975531 -1.994454 0.2 -0.1 0.5 -0.029
C 1.366440 0.475516 -4.319032 0.0 -0.1 0.0 -0.258
C 1.454891 1.324280 -3.214607 -0.1 0.1 -0.6 -0.202
O 0.903000 -1.728559 -5.128739 -0.2 0.4 -0.9 -0.695
H -0.515090 -1.932655 -3.035085 0.2 -0.4 0.6 0.215
H -0.197088 -0.474249 -0.912567 -0.3 -0.2 0.0 0.218
H 1.210927 -2.560178 -4.768182 -0.1 -0.1 0.3 0.484
H 1.674215 0.764004 -5.310853 0.5 0.1 0.0 0.223
H 0.042211 2.245735 -0.514470 0.1 0.1 0.0 0.217
H 1.651817 2.764391 -1.017548 0.1 0.2 -0.2 0.212
H 1.949411 2.279166 -3.339143 0.0 0.1 0.1 0.209
H 1.461399 1.401925 0.065928 0.0 -0.1 0.0 0.219
C -2.118632 1.394296 3.597411 -0.4 -0.1 0.3 -0.636
C 0.011748 0.143320 3.301441 -0.3 -0.2 1.0 -0.225
C -1.382718 0.180704 3.117746 1.0 -0.3 0.1 0.006
C 0.774563 -0.928851 2.881666 0.4 -0.3 -1.1 -0.204
C -1.965561 -0.928340 2.518678 -0.2 0.8 0.1 -0.224
C 0.195928 -1.972594 2.148545 -0.5 0.8 0.8 -0.224
C -1.185156 -1.965898 2.028348 0.1 -0.1 -0.9 -0.206
H 0.445371 0.873178 3.988978 0.1 0.2 -0.6 0.208
H 1.858400 -0.916937 2.924948 0.0 0.1 0.5 0.212
H -3.081611 1.538567 3.102880 0.2 0.0 -0.1 0.219
H -1.500921 2.284543 3.508680 0.0 0.1 -0.3 0.221
H -3.046471 -0.913704 2.416253 0.1 -0.2 -0.3 0.209
H 0.799221 -2.755599 1.724993 0.1 -0.1 -0.1 0.216
H -1.642030 -2.670687 1.350976 -0.2 -0.5 0.3 0.210
H -2.329111 1.314146 4.662682 -0.1 -0.1 0.2 0.221
```
Forces are in eV/Å.

SMILES: Cc1ccc(O)cc1.Cc1ccccc1
E_tot, Ha: -618.29426
Molecular weight, g/mol: 200.3
Highest occupied orbital energy, eV: -8.439

3.
The following is a quantum chemistry calculation of a structure of composition C14H17BF6MoN6O at a distorted geometry, from OMol25.

Geometry as XYZ:
```
46
Properties=species:S:1:pos:R:3:forces:R:3:nbo_charge:R:1
H -0.226981 3.019631 0.630060 0.1 0.2 -0.1 0.258
N 0.227143 1.813975 -1.039913 0.4 0.5 -0.8 -0.375
B 0.884617 0.877540 -3.311909 0.0 0.2 -0.2 0.519
N 0.748663 2.065717 -2.316363 -0.4 -0.1 1.1 -0.309
C 0.978073 3.383221 -2.429185 -0.4 -0.7 0.7 0.103
Mo -0.269545 -0.075644 -0.488598 1.8 0.9 2.1 1.772
H 1.382860 3.787093 -3.345295 0.0 0.0 0.1 0.268
C 0.612925 4.011092 -1.230915 -0.2 -0.6 0.2 -0.295
H 0.644893 5.059451 -1.020660 0.1 0.2 0.1 0.279
C 0.162153 3.004674 -0.378813 0.2 -0.1 -1.0 0.036
H 1.302371 1.246896 -4.365672 -0.1 -0.1 0.1 0.025
C -2.241461 -2.916550 1.226931 0.0 -0.2 -0.4 -0.843
H -2.558368 -3.176573 2.242193 0.2 0.3 -0.2 0.266
H -1.327978 -3.464393 0.973352 -0.2 0.0 0.1 0.218
H -3.038733 -3.197530 0.531712 0.2 0.1 0.1 0.231
N -0.542856 0.255115 -3.443248 -0.7 -0.5 0.5 -0.303
N 1.787859 -0.208809 -2.674215 -0.2 -0.5 1.2 -0.311
N -1.167885 -0.249430 -2.298096 0.2 0.2 -0.6 -0.411
N 1.418777 -0.700911 -1.415270 0.6 -0.1 -0.8 -0.375
C -1.380282 0.111184 -4.480304 0.3 -0.1 0.9 0.114
C 2.868170 -0.888967 -3.093032 -0.6 0.0 0.6 0.102
H -1.088815 0.436067 -5.469735 0.0 0.0 0.1 0.269
H 3.328536 -0.665900 -4.047895 -0.1 0.0 0.1 0.270
C -2.559102 -0.497428 -4.036671 0.0 -0.2 1.0 -0.290
C 3.206828 -1.842654 -2.128515 -0.3 -0.1 0.6 -0.295
C -2.395167 -0.723829 -2.665616 0.5 0.7 -1.1 0.037
C 2.298195 -1.692275 -1.079767 -0.2 0.7 -1.2 0.038
H -3.420158 -0.737556 -4.627069 -0.1 -0.1 -0.1 0.281
H 3.991382 -2.579165 -2.179853 0.1 0.1 0.0 0.281
H -3.037494 -1.166942 -1.917003 -0.1 0.0 -0.2 0.254
H 2.167885 -2.190777 -0.132758 0.3 -0.2 0.0 0.255
H -2.058941 -1.832032 1.160097 -0.1 0.0 0.1 0.147
C 1.347939 1.431344 3.579820 0.5 0.0 -0.2 -0.637
C 0.431366 0.383691 2.935799 -1.0 0.1 1.6 0.076
O 0.673772 0.230456 1.610095 -1.1 -0.7 -3.4 -0.524
C 0.647193 -1.024163 3.643916 0.6 -1.3 1.3 0.984
F 0.383323 -0.982210 4.987308 0.3 0.3 -2.1 -0.285
F -0.118198 -2.013713 3.106368 0.5 1.2 0.2 -0.312
F 1.944099 -1.410427 3.492532 -1.2 0.6 0.0 -0.304
C -1.049668 0.869133 3.178807 -1.3 0.5 1.0 0.958
F -1.400723 0.937917 4.497169 0.7 -0.2 -2.0 -0.284
F -1.189794 2.135672 2.660703 0.2 -1.1 0.2 -0.331
F -1.990643 0.100849 2.551345 1.0 0.5 0.2 -0.325
H 2.391814 1.094269 3.535431 -0.3 0.0 0.1 0.259
H 1.051802 1.602971 4.622040 0.1 0.0 -0.3 0.271
H 1.272254 2.364520 3.002994 0.0 -0.3 0.3 0.238
```
Forces are in eV/Å.

Total charge: +2
E_tot, Ha: -1639.13462
Molecular weight, g/mol: 506.1
Multiplicity: 3
<S²>: 2.462
Highest occupied orbital energy (alpha / beta), eV: -16.321 / -16.368

4.
The following is a quantum chemistry calculation of the molecule C14H17ClN2 at a distorted geometry, from OMol25.

Geometry as XYZ:
```
34
Properties=species:S:1:pos:R:3:forces:R:3:nbo_charge:R:1
Cl 1.684527 -0.208150 -5.599066 -0.3 0.4 -0.1 0.004
N -0.945794 1.765718 0.494105 0.1 -0.4 -2.9 -0.504
C -0.423648 0.678677 0.937891 -1.5 0.9 -1.0 0.470
C 2.111918 -1.930607 2.871695 -0.3 2.1 -5.1 -0.405
C 1.976320 -1.322815 1.597603 -2.2 -3.1 3.8 -0.183
C 2.190536 -0.159757 -2.987607 1.3 -0.7 0.0 -0.224
C 1.823492 -0.328887 -1.639819 -0.7 1.5 -2.1 -0.219
C -0.149688 -0.009328 -3.527056 0.3 -1.2 0.2 -0.215
C 1.210699 -0.032186 -3.939010 -1.3 -0.4 1.0 -0.046
C 0.510526 -0.229934 -1.230954 -2.0 -0.8 -0.5 0.168
C -0.565744 -0.265216 -2.191429 1.4 1.7 -0.7 0.015
N 0.209581 -0.382955 0.152736 -0.9 1.6 1.4 -0.482
C -2.053728 -0.310518 -1.860389 -0.5 -1.7 -1.3 -0.636
C 0.698950 -1.621047 0.773778 0.8 -0.8 -0.7 -0.256
C -1.802935 2.518397 1.424706 2.0 0.3 0.3 -0.232
C -0.698821 0.672281 2.401515 -1.8 -1.9 0.3 -0.485
C -1.775176 1.718858 2.717510 0.9 2.0 1.6 -0.414
H 2.986323 -1.645978 3.392919 0.6 -0.3 1.0 0.204
H 1.411823 -2.713918 3.151652 0.2 0.4 0.3 0.206
H 2.639875 -0.628876 1.126706 0.5 0.3 0.3 0.201
H 3.254211 -0.229079 -3.369789 -1.3 0.1 0.9 0.229
H 2.572250 -0.346750 -0.927387 1.4 -0.2 1.3 0.208
H -0.895774 -0.001547 -4.306051 -0.2 0.1 -0.1 0.218
H -2.491623 0.654923 -1.937148 -0.1 1.1 0.4 0.239
H -2.295951 -0.745848 -0.880287 0.3 0.2 -0.3 0.227
H -2.680414 -0.876880 -2.666563 1.5 0.5 1.3 0.217
H -0.162726 -2.127710 1.337111 1.5 0.6 -0.5 0.214
H 1.049918 -2.337472 -0.100395 -1.1 1.4 1.6 0.233
H -1.324802 3.512737 1.613766 -0.7 -0.5 -0.6 0.195
H -2.841593 2.594730 1.101144 0.4 0.3 -0.6 0.197
H 0.219584 0.769904 2.853077 1.9 0.4 1.7 0.228
H -1.120068 -0.251594 2.689336 0.0 -1.6 0.6 0.213
H -1.513398 2.411796 3.647339 -0.4 -1.6 -1.9 0.208
H -2.808649 1.409032 2.878359 0.4 -0.9 0.3 0.209
```
Forces are in eV/Å.

SMILES: C=CCN(C1=NCCC1)c1ccc(Cl)cc1C
E_tot, Ha: -1113.26503
Molecular weight, g/mol: 248.8
Highest occupied orbital energy, eV: -8.282

5.
The following is a quantum chemistry calculation of a structure of composition C14H17EuF3N2 at a distorted geometry, from OMol25.

Geometry as XYZ:
```
37
Properties=species:S:1:pos:R:3:forces:R:3:mulliken_spin:R:1
C -1.639735 -1.631757 3.944961 -0.2 -0.2 -0.5 -0.002
C -0.883619 -0.445332 4.435421 0.5 0.5 0.0 0.002
H -2.566138 -1.292134 3.479214 0.1 -0.3 0.0 0.000
H -1.871167 -2.294531 4.770986 0.0 -0.4 -0.1 0.000
H -1.006248 -2.109386 3.184974 -0.4 -0.5 0.2 0.003
H -0.605580 0.146147 3.549971 -0.1 0.3 0.6 0.003
H -1.506790 0.125342 5.121948 0.2 0.4 -0.1 0.000
H 0.024525 -0.757732 4.948798 0.1 0.1 0.1 -0.001
C -1.137822 -1.979533 -1.767085 0.4 1.1 -1.0 -0.001
C -1.236571 -2.317280 -3.119703 0.0 -0.1 0.3 -0.001
C -0.801792 -1.400041 -4.084495 0.0 0.0 0.2 0.007
C -0.269148 -0.173807 -3.684053 0.2 0.2 0.4 -0.004
H -1.537913 -2.618399 -0.972753 0.3 0.2 -0.3 0.000
H -1.624207 -3.303681 -3.377118 0.0 0.4 -0.1 0.000
H -0.879728 -1.638080 -5.148531 0.0 0.1 0.4 0.001
H 0.082693 0.576793 -4.395911 -0.3 -0.5 0.0 0.000
N -0.565416 -0.815427 -1.402926 0.0 0.1 -1.3 0.001
C -0.119332 0.098617 -2.312301 -0.9 -1.7 -0.3 0.007
C 0.582169 1.315354 -1.828553 1.0 1.5 1.1 0.007
N 0.635832 1.567672 -0.488521 0.4 0.4 -0.9 0.006
C 1.363642 2.566128 0.054250 -0.6 -0.3 -1.6 -0.004
C 2.060832 3.195326 -2.160106 -0.2 0.0 0.1 0.006
C 2.106540 3.399434 -0.775807 0.1 -0.1 0.2 0.000
H 1.299097 2.704141 1.139755 0.1 -0.2 -0.4 0.001
H 2.736426 4.158945 -0.316211 -0.2 0.0 -0.3 0.000
C 1.278367 2.175673 -2.696154 -0.3 -0.5 0.2 -0.002
H 1.209174 1.976883 -3.765858 0.3 0.4 0.3 0.000
H 2.633400 3.834153 -2.828850 -0.1 -0.1 0.2 0.001
Eu 0.532749 -0.476862 0.681667 -0.6 -0.6 2.1 7.004
C 2.519483 -1.707005 1.477403 -0.3 0.1 0.3 -0.019
H 3.294053 -0.954039 1.705850 0.1 -0.6 -0.1 -0.003
H 2.559331 -2.047650 0.417312 0.5 -0.2 0.4 0.001
H 2.463551 -2.544989 2.186812 0.5 0.2 -0.3 0.001
F -2.607895 0.623495 2.232654 -0.7 0.3 -0.3 -0.002
C -1.895262 0.501337 1.060404 1.3 -0.6 0.7 -0.013
F -2.720177 -0.235290 0.213984 -0.7 0.2 0.0 0.001
F -1.907326 1.777514 0.518571 -0.6 0.3 -0.1 0.001
```
Forces are in eV/Å.

E_tot, Ha: -1662.98480
Molecular weight, g/mol: 422.3
Multiplicity: 8
<S²>: 15.762
Highest occupied orbital energy (alpha / beta), eV: -6.065 / -6.178

6.
The following is a quantum chemistry calculation of the molecule C14H17FN2O, from OMol25.

Geometry as XYZ:
```
35
Properties=species:S:1:pos:R:3:forces:R:3:nbo_charge:R:1
F 3.235773 4.202345 -2.244855 0.0 0.0 0.0 -0.326
C 2.345755 3.208000 -2.033391 0.0 -0.1 -0.1 0.373
C 1.439335 3.321929 -0.992966 0.2 0.0 -0.2 -0.258
C 0.534137 2.303467 -0.785550 -0.1 -0.3 -0.1 -0.244
C 0.531230 1.172204 -1.606140 0.2 0.3 0.0 0.295
C 1.448527 1.082465 -2.648241 -0.3 -0.2 0.1 -0.286
C 2.358595 2.104626 -2.862000 0.1 0.4 0.2 -0.259
H 3.073759 2.045634 -3.667002 0.1 0.0 -0.1 0.231
H 1.465962 0.225938 -3.302645 0.0 -0.1 0.0 0.223
O -0.395592 0.226139 -1.300002 -0.1 0.1 0.2 -0.514
C -0.498090 -0.931987 -2.106629 -0.3 -0.2 -0.3 -0.068
C -1.595904 -1.822822 -1.527049 0.4 0.0 0.0 -0.419
C -1.122002 -2.725073 -0.385109 0.0 0.2 0.0 -0.391
C -0.467927 -1.993807 0.785783 -0.3 -0.1 0.0 -0.404
H -0.152738 -2.733347 1.526456 0.0 0.1 0.0 0.213
H 0.423857 -1.466270 0.445851 0.1 0.0 0.0 0.209
C -1.403844 -0.989191 1.464547 0.1 -0.3 -0.5 -0.211
N -0.803812 -0.454086 2.656308 0.0 0.2 0.3 -0.340
C -1.085187 -0.777888 3.939408 -0.1 -0.1 0.1 0.162
N -0.322877 -0.147093 4.788878 -0.1 -0.2 0.6 -0.461
C 0.503550 0.621749 4.033636 0.1 0.1 -0.2 -0.094
C 0.224831 0.444184 2.709406 0.2 0.2 0.0 -0.117
H 0.655612 0.867789 1.825404 0.1 0.1 -0.2 0.216
H 1.240923 1.251418 4.489507 0.2 0.2 0.0 0.205
H -1.858690 -1.470257 4.208130 -0.2 -0.2 -0.1 0.190
H -1.617893 -0.167479 0.776563 -0.1 -0.1 0.1 0.219
H -2.341512 -1.478137 1.743696 0.0 0.1 0.0 0.203
H -0.401571 -3.443702 -0.783233 -0.1 -0.1 0.0 0.206
H -1.981349 -3.291096 -0.018345 0.0 -0.1 0.0 0.204
H -1.981094 -2.457637 -2.326711 -0.1 0.1 0.0 0.217
H -2.409480 -1.180078 -1.190307 -0.1 0.0 -0.1 0.212
H 0.457337 -1.473123 -2.127610 0.0 0.1 0.0 0.173
H -0.757581 -0.639038 -3.133228 0.1 0.0 0.1 0.183
H -0.191003 2.367451 0.010402 -0.1 0.0 0.1 0.227
H 1.448965 4.196772 -0.362960 0.0 0.1 0.1 0.234
```
Forces are in eV/Å.

SMILES: Fc1ccc(OCCCCCn2ccnc2)cc1
E_tot, Ha: -828.28715
Molecular weight, g/mol: 248.3
Highest occupied orbital energy, eV: -8.627